[1]
Density functional theory data (the ωB97M-V functional and the def2-TZVPD basis) for C17H18Cl2CoN2O3S as an isolated structure.

Atoms and positions in Å:
1 N -0.37 0.48 1.29
2 H 2.30 -4.17 6.38
3 C 2.19 -4.00 4.24
4 C 0.76 -1.67 4.70
5 H -2.33 1.93 -3.07
6 H 2.74 -4.92 4.06
7 Co -0.15 -0.54 -0.20
8 O 0.55 -1.81 1.06
9 C 1.02 -2.08 3.40
10 C -2.14 3.54 0.42
11 H -1.13 2.04 2.34
12 C -1.03 1.59 1.36
13 H 4.94 -1.17 -2.24
14 O -1.20 0.46 -1.33
15 H 2.88 -2.72 -0.19
16 H 0.75 0.58 -6.26
17 C 0.67 1.46 -5.63
18 C 3.86 -1.13 -2.41
19 H 3.05 -1.56 1.14
20 C 0.53 -1.27 2.24
21 H 4.50 -2.02 0.21
22 C -2.79 3.64 -1.87
23 H -3.13 5.23 -0.44
24 H 1.58 2.06 -5.66
25 H -3.25 4.18 -2.69
26 N 0.10 -0.07 2.49
27 H 0.20 -0.76 4.86
28 H -2.09 3.96 1.41
29 H 1.88 -3.59 2.16
30 O 1.61 -0.57 -1.28
31 C 3.42 -1.84 0.17
32 C -2.28 2.39 -2.10
33 Cl 0.39 0.95 -3.97
34 Cl -0.65 2.46 -6.26
35 H 1.01 -2.10 6.78
36 H 3.46 -2.12 -2.63
37 C 1.94 -3.59 5.54
38 C -1.66 1.65 -1.06
39 S 3.07 -0.49 -0.94
40 C 1.22 -2.42 5.77
41 C -1.60 2.25 0.22
42 C -2.72 4.24 -0.61
43 C 1.72 -3.25 3.17
44 H 3.63 -0.44 -3.21

Output
- energy above the lowest of the compared OMol25 structures with the same formula, charge and spin (kcal per mole) = 3.3
- Kohn-Sham gap (spin up / spin down) (eV) = 7.7928 / 7.8694
- 2S+1 = 2
- highest occupied orbital energy (spin up / spin down) (eV) = -7.484 / -7.564
- net charge = 0

=====

[2]
Density functional theory data (the ωB97M-V functional and the def2-TZVPD basis) for an isolated ion of composition C12H25N2 and charge +1 at a distorted geometry.

Atoms and positions in Å:
1 C -2.03 0.62 2.17
2 C -1.14 -0.31 1.39
3 H -1.80 2.05 -2.73
4 C -1.86 -1.60 1.06
5 H -0.31 -1.45 -0.58
6 H -0.43 0.45 -2.86
7 H -2.64 0.17 2.89
8 H -2.46 1.25 -1.38
9 H -2.12 2.94 -1.28
10 H 3.50 -1.03 -0.19
11 C 0.20 2.27 -0.26
12 N -0.35 1.81 -1.39
13 H -2.30 -1.94 2.01
14 C -0.13 0.13 0.62
15 H 0.82 -3.74 -0.62
16 N 0.52 -0.89 -0.25
17 H 2.11 0.27 -1.14
18 H -0.72 4.12 -0.05
19 H -1.29 -2.49 0.54
20 H 2.84 -0.63 1.40
21 H 1.00 1.39 -2.89
22 C 2.97 -1.38 0.67
23 C 0.34 0.88 -2.21
24 H 0.15 3.54 1.49
25 H 1.43 -1.03 -2.13
26 C -0.54 3.29 0.60
27 H 1.00 -2.25 1.22
28 H 2.52 -3.60 -0.40
29 H -1.43 1.35 2.69
30 C -1.74 2.04 -1.70
31 C 1.17 -0.20 -1.39
32 H -1.48 3.01 0.95
33 C 1.47 -1.89 0.30
34 C 1.55 -3.03 -0.69
35 H 1.29 2.42 0.00
36 H -2.77 -1.28 0.52
37 H 3.60 -2.09 1.14
38 H 1.67 -2.67 -1.66
39 H -2.78 1.14 1.39

Output
- energy above the lowest of the compared OMol25 structures with the same formula, charge and spin (kcal per mole) = 106.5
- Kohn-Sham gap (eV) = 8.8132
- highest occupied orbital energy (eV) = -11.332
- net charge = +1

=====

[3]
Density functional theory data (the ωB97M-V functional and the def2-TZVPD basis) for a 9-piece molecular cluster, C26H50N2O25S2 overall at a distorted geometry.

Atoms and positions in Å:
1 H 23.37 27.06 39.58
2 C 19.58 26.11 33.98
3 C 26.26 24.59 36.28
4 O 24.74 28.18 35.60
5 H 21.14 26.07 31.79
6 O 25.51 32.62 39.54
7 C 20.95 28.19 39.09
8 N 17.50 26.33 39.48
9 H 24.50 26.54 34.26
10 H 23.58 26.73 37.74
11 H 21.98 27.31 35.98
12 O 22.50 30.31 34.16
13 H 27.91 25.87 36.46
14 N 21.64 27.39 38.12
15 O 17.25 26.99 38.46
16 C 21.05 27.85 40.52
17 H 21.76 22.84 36.88
18 H 23.00 31.39 42.14
19 C 18.27 23.76 36.79
20 O 17.27 25.16 39.44
21 O 18.89 31.66 35.69
22 O 19.80 22.14 35.42
23 H 26.81 26.26 37.50
24 H 18.33 32.59 33.95
25 O 26.74 28.37 34.71
26 H 25.64 31.03 43.38
27 H 22.52 25.52 32.59
28 H 20.50 27.91 36.33
29 C 19.99 31.97 36.41
30 H 23.68 28.34 38.49
31 H 22.00 28.33 40.77
32 C 25.30 32.11 40.67
33 H 27.62 24.80 37.86
34 C 21.49 27.90 36.70
35 C 16.35 22.11 32.40
36 C 22.75 22.75 37.30
37 C 24.92 31.78 42.77
38 O 20.61 31.13 37.01
39 O 24.33 22.53 35.26
40 O 17.64 21.22 36.48
41 H 24.00 29.85 42.27
42 O 25.69 32.38 41.75
43 H 19.94 34.52 34.73
44 H 24.50 30.74 34.51
45 O 21.89 32.34 33.66
46 C 17.11 21.63 33.67
47 H 20.89 26.76 40.79
48 O 17.96 26.86 40.52
49 O 20.54 30.61 33.05
50 H 21.81 28.78 36.72
51 C 21.58 31.08 33.55
52 H 17.15 24.03 36.97
53 H 17.80 20.89 33.35
54 H 15.46 22.74 32.85
55 C 18.33 32.83 35.01
56 O 17.61 22.72 34.42
57 S 18.41 22.34 35.83
58 O 20.13 28.54 41.26
59 H 23.14 31.18 35.88
60 C 24.03 30.92 41.93
61 C 23.08 32.56 34.48
62 H 21.51 25.11 37.45
63 C 19.30 33.87 35.51
64 C 24.67 27.65 34.26
65 H 18.85 24.51 36.29
66 C 27.15 25.36 37.09
67 H 22.64 33.03 35.34
68 C 21.43 25.64 32.72
69 H 18.68 34.72 35.74
70 C 20.55 24.34 33.03
71 O 26.46 28.90 36.89
72 H 17.44 32.98 35.47
73 C 23.42 31.17 34.83
74 O 20.85 26.56 33.62
75 H 23.09 21.69 37.40
76 C 20.98 26.03 38.00
77 S 23.82 23.56 36.21
78 O 20.17 33.21 36.39
79 H 19.89 28.20 38.77
80 H 21.43 29.14 39.08
81 H 26.75 23.74 35.71
82 H 16.47 20.97 34.44
83 O 25.14 24.15 37.05
84 C 25.92 28.03 33.60
85 H 26.33 27.14 33.08
86 H 19.37 28.04 41.22
87 H 24.38 32.49 43.43
88 C 23.16 27.30 38.49
89 H 16.98 22.88 31.71
90 H 25.75 25.25 35.48
91 H 21.30 23.72 33.62
92 C 26.03 28.52 35.79
93 H 20.56 23.90 32.12
94 H 19.88 26.02 37.59
95 H 22.62 23.15 38.32
96 H 23.57 27.79 33.85
97 H 18.72 23.50 37.61
98 O 19.49 24.86 33.70
99 O 23.30 24.80 35.67
100 O 24.33 31.20 40.71
101 H 20.93 25.51 38.90
102 H 25.66 29.16 33.06
103 O 18.78 26.77 34.58
104 H 23.85 33.10 33.95
105 H 16.19 21.24 31.64

Output
- energy above the lowest of the compared OMol25 structures with the same formula, charge and spin (kcal per mole) = 0.0
- Kohn-Sham gap (eV) = 7.5017
- highest occupied orbital energy (eV) = -7.522
- net charge = 0

=====

[4]
Density functional theory data (the ωB97M-V functional and the def2-TZVPD basis) for C54H53IMnN6O2P2S as an isolated structure at a distorted geometry.

Atoms and positions in Å:
1 S -0.42 0.24 2.31
2 C 5.84 -2.54 1.48
3 H -3.79 6.18 2.17
4 C 5.81 -1.15 1.35
5 C -1.63 -0.96 -3.10
6 H 2.01 1.18 2.81
7 H -9.25 1.47 1.27
8 C 1.58 2.67 -0.76
9 H -1.43 -1.27 6.12
10 H -0.39 -1.06 -6.25
11 C -7.93 0.05 -1.50
12 H -2.12 -0.61 4.62
13 N 6.01 0.87 0.08
14 I -2.88 -2.34 0.61
15 C -4.68 3.54 0.24
16 C -1.74 -1.51 5.10
17 C -2.22 5.56 -1.29
18 H -5.85 -0.29 -1.84
19 H 3.52 0.76 6.42
20 H 6.46 -3.35 -1.73
21 H -1.52 -2.50 -4.58
22 H -3.07 5.24 -3.23
23 P -4.43 0.73 0.61
24 H -5.17 3.32 -0.70
25 H 1.04 -6.28 -1.39
26 C 4.29 0.69 -2.45
27 H 6.33 -5.17 1.52
28 C 6.02 1.78 -0.96
29 H -2.56 -2.23 5.15
30 Mn 0.37 -0.01 -0.06
31 C -3.90 5.15 1.86
32 C 6.06 -4.86 0.51
33 C -1.33 0.37 -2.77
34 H -4.06 1.38 -1.71
35 C 3.05 0.19 4.39
36 H 1.08 -1.25 -3.18
37 H -0.27 -3.04 4.75
38 C -3.43 4.12 2.66
39 C -1.48 -3.58 -0.30
40 H 5.74 2.07 -2.89
41 H 3.22 -0.87 4.57
42 H -9.94 0.50 -0.90
43 H -1.38 -6.66 -1.69
44 C 0.80 -4.31 -0.57
45 H -1.39 5.57 0.69
46 C 3.98 0.39 -3.77
47 H -4.89 5.66 0.01
48 N 2.00 0.35 3.38
49 H 1.79 0.58 6.13
50 H -2.80 2.81 -3.15
51 C -0.31 0.64 -4.94
52 H 2.86 -4.97 -0.58
53 C -8.50 1.09 0.59
54 H 6.33 1.31 0.93
55 C -7.16 1.15 0.93
56 N 2.27 -0.37 -1.74
57 C 0.32 -5.52 -1.12
58 C 6.06 -3.36 0.38
59 H -1.12 3.12 0.78
60 H -8.22 -0.39 -2.44
61 H -2.13 -1.60 -2.38
62 H -2.95 4.35 3.60
63 H -0.90 -2.30 3.28
64 H 5.08 -5.28 0.29
65 H -2.34 6.64 -1.33
66 C -1.88 2.79 -1.20
67 C -1.28 -1.47 -4.34
68 C 1.79 -1.96 0.54
69 C 0.80 -0.25 3.41
70 C 6.25 -1.36 -0.99
71 H 3.72 -2.93 0.50
72 C -3.59 2.80 2.25
73 C -1.51 3.59 -0.12
74 C -0.64 1.15 -3.69
75 N 1.10 1.75 -0.16
76 H 2.22 -1.06 0.98
77 C -0.10 -3.26 -0.22
78 H -3.78 -0.35 -1.44
79 C -4.52 4.86 0.64
80 H 6.46 -0.91 -1.96
81 H 1.34 -1.46 4.92
82 H 2.65 2.00 5.52
83 N 0.60 -1.24 4.26
84 C -2.63 4.78 -2.36
85 H 5.64 -0.53 2.23
86 C 1.99 -0.69 -3.00
87 C 2.73 0.93 5.69
88 C -6.58 0.11 -1.15
89 C -1.93 -4.76 -0.82
90 H 2.56 -0.58 -5.06
91 C -2.46 3.40 -2.31
92 C 2.82 -0.32 -4.05
93 O 6.52 2.87 -0.81
94 H -3.22 1.99 2.88
95 H -6.88 1.58 1.88
96 O 2.07 3.57 -1.35
97 C -8.89 0.54 -0.63
98 C -0.59 -2.10 4.30
99 C 6.01 -0.55 0.12
100 H 3.60 0.50 -0.43
101 C 3.40 0.29 -1.47
102 C 6.26 -2.74 -0.85
103 C -0.64 -0.67 -5.27
104 C 2.19 -4.16 -0.32
105 H 4.64 0.70 -4.57
106 C -3.61 0.65 -1.04
107 C 0.46 -2.02 0.21
108 P -1.80 0.97 -1.09
109 H 5.70 -2.98 2.46
110 C -1.68 4.96 -0.16
111 H -2.99 -4.97 -0.84
112 C -1.02 -5.74 -1.27
113 C -6.18 0.68 0.06
114 H 0.20 1.27 -5.65
115 C -4.21 2.49 1.05
116 H 6.77 -5.32 -0.19
117 N 5.48 1.40 -2.18
118 H 3.96 0.57 3.95
119 H -0.36 2.17 -3.44
120 C 2.67 -3.04 0.28

Output
- energy above the lowest of the compared OMol25 structures with the same formula, charge and spin (kcal per mole) = 31.5
- Kohn-Sham gap (spin up / spin down) (eV) = 6.1566 / 7.8075
- 2S+1 = 5
- highest occupied orbital energy (spin up / spin down) (eV) = -10.130 / -10.157
- net charge = +1

=====

[5]
Density functional theory data (the ωB97M-V functional and the def2-TZVPD basis) for an isolated ion of composition C2IO2S and charge -1 at a distorted geometry.

Atoms and positions in Å:
1 O 0.34 -0.89 -0.05
2 O -1.50 0.54 -0.44
3 S 1.00 1.23 0.78
4 C 1.14 -0.47 0.91
5 I 0.47 1.13 -2.67
6 C -0.35 0.33 -0.60

Output
- energy above the lowest of the compared OMol25 structures with the same formula, charge and spin (kcal per mole) = 31.8
- Kohn-Sham gap (eV) = 7.2149
- highest occupied orbital energy (eV) = -4.144
- net charge = -1

=====

[6]
Density functional theory data (the ωB97M-V functional and the def2-TZVPD basis) for a 4-piece molecular cluster, C18H39O8P overall at a distorted geometry.

Atoms and positions in Å:
1 H -6.11 -3.08 -0.89
2 O -3.04 -3.10 0.32
3 C 1.84 0.20 -3.17
4 H -4.98 -5.55 -0.74
5 P -6.00 0.86 1.75
6 H -0.08 0.45 -2.19
7 C 6.12 1.71 -1.86
8 H 6.39 -1.34 -2.64
9 C -3.28 -4.50 0.16
10 O -3.59 0.83 2.20
11 H -0.74 2.90 0.38
12 H 8.09 2.46 -2.46
13 C -2.40 0.18 2.70
14 H 8.04 1.63 -0.90
15 H 2.52 -0.59 -0.05
16 C -1.24 2.79 3.50
17 C 0.02 2.98 1.20
18 O -5.41 2.28 1.03
19 H 3.43 -1.17 -2.56
20 H 1.04 2.65 0.84
21 C -4.76 -4.65 -0.16
22 H 2.60 0.88 -3.56
23 H 7.73 0.36 -3.65
24 H -2.51 -0.93 2.54
25 H 1.34 -0.26 -4.02
26 C 0.89 0.96 -2.26
27 H 0.52 1.63 2.88
28 H -0.73 3.80 3.62
29 O 1.48 0.96 -0.96
30 C -1.18 0.68 1.84
31 O -4.61 -0.11 1.96
32 H 0.72 1.99 -2.59
33 H -2.29 0.33 3.81
34 H -2.99 -5.02 1.07
35 H 7.01 -0.98 -1.01
36 C 7.85 0.28 -2.56
37 H -1.12 2.23 4.48
38 H 1.80 -1.64 -2.07
39 H 3.50 0.60 -0.92
40 C -5.06 -3.36 -0.90
41 H 5.76 2.32 -1.03
42 H -2.34 2.90 3.31
43 H -4.73 -3.45 -1.94
44 H -5.34 -4.69 0.77
45 O 5.64 0.37 -1.73
46 C 2.57 0.03 -0.95
47 H -1.60 0.96 0.82
48 H -7.33 1.82 3.22
49 C -4.18 -2.37 -0.16
50 H -2.66 -4.86 -0.66
51 C -0.44 1.99 2.40
52 O -6.61 1.17 3.29
53 O -7.03 0.24 0.84
54 C 7.64 1.63 -1.92
55 H -4.70 -1.95 0.71
56 H 5.71 2.13 -2.79
57 C -0.07 -0.45 1.58
58 H 0.98 -0.04 1.58
59 H -3.85 -1.54 -0.79
60 C 2.47 -0.79 -2.22
61 H 8.84 -0.15 -2.36
62 H 0.07 4.03 1.60
63 H -0.23 -0.84 0.53
64 H -5.97 3.02 1.32
65 H -0.10 -1.28 2.34
66 C 6.72 -0.54 -1.97

Output
- SMILES = CC(C)[C@@H](C)COOP(=O)(O)O.C1CCOC1.C1CCOC1.C1CCOC1
- energy above the lowest of the compared OMol25 structures with the same formula, charge and spin (kcal per mole) = 0.0
- Kohn-Sham gap (eV) = 9.3270
- highest occupied orbital energy (eV) = -9.139
- net charge = 0

=====

[7]
Density functional theory data (the ωB97M-V functional and the def2-TZVPD basis) for a 9-piece molecular cluster, C27H29ClF9NO26 overall.

Atoms and positions in Å:
1 O -0.47 6.54 8.11
2 H 3.95 -1.28 -6.43
3 H -2.13 4.19 2.50
4 H 4.04 3.93 1.58
5 H 4.96 5.30 -1.01
6 F -4.58 -2.23 5.18
7 H -3.37 -3.86 -0.28
8 C 0.58 4.36 2.98
9 C -2.23 2.93 3.95
10 H 2.44 -4.55 0.97
11 F -0.86 0.98 -1.84
12 O 1.47 -3.00 4.40
13 F -2.56 -5.48 -2.64
14 O 7.50 2.76 0.32
15 H 3.48 -1.94 -8.01
16 C -3.62 -4.87 -0.59
17 F -2.07 6.97 5.09
18 O 1.36 5.42 7.42
19 O -2.33 -2.54 1.38
20 C -0.19 -2.61 -7.27
21 O 6.39 4.73 0.34
22 H 0.71 5.31 3.50
23 O -2.80 2.59 4.94
24 C 6.49 3.36 0.33
25 O 5.25 2.81 0.33
26 C 1.14 -2.27 -5.49
27 O -2.78 3.83 3.12
28 C 0.41 -4.72 1.69
29 F 4.64 0.79 -7.66
30 C -3.72 -5.04 -2.09
31 H -1.15 -1.42 -1.23
32 C -1.59 7.12 7.43
33 H -2.61 -2.57 5.20
34 C 4.29 3.85 0.52
35 H 1.32 -3.39 0.20
36 O -2.37 -0.91 2.90
37 Cl -0.92 1.83 1.97
38 F 1.79 4.04 2.38
39 H -2.90 -5.58 -0.17
40 H -1.86 -3.07 -5.92
41 O -2.99 -1.70 -2.13
42 F 0.45 -6.02 1.30
43 O 6.39 -0.64 -7.61
44 O 7.57 -2.50 -7.10
45 H -2.47 7.06 8.05
46 C 5.05 5.07 0.06
47 O 1.81 -2.98 2.17
48 H -2.84 1.10 -1.70
49 H 3.39 3.65 -0.05
50 F -0.58 -1.87 -8.34
51 F 4.72 6.19 0.76
52 H -0.15 4.50 2.18
53 C 4.31 -1.56 -7.42
54 O -3.41 -1.65 -4.34
55 H -4.03 -4.14 -2.63
56 H -1.37 8.16 7.17
57 O 5.32 -2.57 -7.29
58 O 2.13 -2.18 -4.85
59 H 1.06 2.64 4.15
60 H -2.48 -0.12 4.82
61 H -2.55 -0.90 -0.27
62 C -2.06 0.38 -1.98
63 H -1.45 -1.34 -6.05
64 O -6.55 -6.55 -1.02
65 O -3.42 -2.82 3.33
66 O -0.09 -2.49 -4.99
67 C 0.18 3.26 3.97
68 C 1.56 -3.91 1.12
69 C -1.05 -2.36 -6.05
70 N -0.95 2.39 3.61
71 H -4.01 -0.15 3.92
72 C 1.33 -3.49 3.33
73 C 6.53 -1.97 -7.31
74 C -3.09 -0.69 4.13
75 O -2.25 0.01 -3.34
76 C -1.66 6.27 6.17
77 O 1.09 -2.17 -6.85
78 O 0.64 -4.64 3.08
79 C -2.68 -2.13 2.44
80 C -2.94 -1.16 -3.36
81 O -4.94 -5.22 -0.17
82 C -3.38 -2.11 4.57
83 C 5.07 -0.43 -8.07
84 H 5.07 -0.45 -9.16
85 O -0.31 5.89 5.98
86 H -2.28 5.38 6.26
87 H -0.12 -3.65 -7.58
88 H -0.58 -4.32 1.47
89 C 0.31 5.91 7.21
90 C -5.51 -6.00 -1.12
91 H -0.11 3.72 4.91
92 O -4.71 -6.04 -2.23
93 C -2.13 -0.95 -1.26

Output
- SMILES = O=C1OC[C@@H](F)O1.O=C1OC[C@@H](F)O1.O=C1OC[C@@H](F)O1.O=C1OC[C@@H](F)O1.O=C1OC[C@@H](F)O1.O=C1OC[C@@H](F)O1.O=C1OC[C@@H](F)O1.O=C1OC[C@@H](F)O1.O=C(O)N(Cl)CCF
- Kohn-Sham gap (eV) = 10.4590
- highest occupied orbital energy (eV) = -10.781
- net charge = 0